# 1
C22H19N5 | wB97M-V/def2-TZVPD

Structure (XYZ):
```
46
Properties=species:S:1:pos:R:3:forces:R:3
C 4.9066 2.7011 1.8626 -0.0190 0.2189 -0.0844
N 3.4799 2.3781 1.8243 -1.1310 1.2469 -0.1023
C 2.4644 3.2839 1.7481 1.4825 -1.0164 0.2840
C 1.2273 2.6236 1.7843 -1.9007 0.1714 0.0607
C -0.0306 3.2642 1.8390 1.3325 -0.8925 0.2300
C -1.3141 2.6259 1.7581 -0.3770 -0.1881 -0.1242
C -1.5741 1.5476 0.8857 0.1971 0.2288 0.1948
C -2.7563 0.8527 0.9578 0.1004 0.0911 -0.1127
C -3.7439 1.2053 1.8726 -0.0134 0.0780 0.1183
C -4.9946 0.4012 1.9652 -0.3442 -0.0286 0.1705
C -3.5319 2.3166 2.6848 -0.0273 -0.1089 0.0262
C -2.3597 3.0290 2.6159 0.5906 0.1410 -0.2813
C 1.5337 1.2094 1.9285 0.1787 -0.6599 -0.1874
C 0.7411 0.0736 2.1373 0.2975 0.4647 0.0440
C 1.3446 -1.1552 2.2629 0.0527 -0.1983 0.0989
C 2.7349 -1.2768 2.2148 -0.1150 0.0790 -0.1019
C 3.5379 -0.1692 2.0748 0.4266 0.8302 -0.0749
C 2.9363 1.0834 1.9310 -1.0123 -0.4013 0.1083
H 5.5067 1.7990 1.9610 -0.2442 -0.0130 -0.0181
H 5.1982 3.2148 0.9484 -0.0304 -0.0502 -0.0432
H 5.1204 3.3521 2.7086 -0.0607 -0.0484 0.0405
H 2.6080 4.3469 1.6795 0.3702 0.1170 -0.0386
H -0.0184 4.3087 2.1054 -0.0165 0.3819 -0.0923
H -0.8310 1.2733 0.1563 0.1738 -0.1284 -0.0674
H -2.9188 -0.0018 0.3234 -0.0065 -0.1192 -0.2275
H -5.6780 0.8024 2.7147 0.0706 -0.0073 -0.0427
H -5.5202 0.3843 1.0093 0.0477 -0.0352 -0.0304
H -4.7695 -0.6303 2.2392 0.0434 -0.0270 -0.0389
H -4.2854 2.5975 3.4005 -0.1649 0.1063 0.0948
H -2.2009 3.8786 3.2573 -0.0119 0.1884 0.2097
H -0.3243 0.1689 2.2354 -0.1029 -0.1774 -0.0238
H 0.7441 -2.0374 2.4192 -0.1467 -0.2842 0.0889
H 3.1875 -2.2512 2.2971 0.0167 -0.1288 0.0797
H 4.6105 -0.2509 2.0918 0.2426 -0.1508 -0.0179
C -0.8986 -6.9950 3.7548 -0.4429 0.1572 0.7266
N -0.1903 -6.9258 2.6411 0.0511 -0.2522 -0.1274
C 0.1689 -5.7053 2.2600 0.6113 0.2736 -0.9160
N -0.0604 -4.5257 2.8056 0.1339 0.4801 -0.1183
C -0.7772 -4.6029 3.9283 -0.6496 0.1105 1.0663
C -1.2204 -5.8421 4.4433 -0.4098 0.1558 0.6830
N -1.9203 -5.5925 5.5984 -0.5512 -1.2127 0.6769
C -1.8783 -4.2771 5.7344 0.4788 -0.8356 -0.9052
N -1.2134 -3.6326 4.7719 0.7495 1.7368 -0.9736
H -1.2175 -7.9627 4.1129 -0.0185 -0.2590 -0.0072
H 0.7482 -5.6797 1.3473 0.1456 0.0254 -0.2329
H -2.3434 -3.7526 6.5599 0.0028 -0.0599 -0.0117
```
Positions in Å, forces in eV/Å.

Gap between HOMO and LUMO, eV: 3.12
Highest occupied orbital energy, eV: -6.2

Here are the Mulliken charges for atoms 1 to 8, given in e: C -0.92; N 0.18; C -0.96; C 0.86; C -0.63; C 0.77; C -1.03; C -0.16

=====

# 2
C2HO4P | wB97M-V/def2-TZVPD

Structure (XYZ):
```
8
Properties=species:S:1:pos:R:3:forces:R:3
C -2.3052 -1.7820 0.2124 3.6086 -2.2012 0.1259
C 1.1129 -0.9827 0.7656 -0.7677 3.7369 2.3623
O 3.1609 -0.2265 -1.2913 -0.1943 0.4050 0.0414
O -3.4753 -2.1753 0.2666 -1.0274 0.2120 -0.6497
O 1.3906 -1.8599 0.0267 0.7386 -3.8122 -2.3945
O -1.2535 -2.1935 -0.3972 -2.3664 -0.3999 -1.4347
P 2.9821 -0.8821 0.0742 0.8855 -0.1204 0.1290
H -1.7873 -1.2348 0.9738 -0.8768 2.1798 1.8204
```
Positions in Å, forces in eV/Å.

Gap between HOMO and LUMO, eV: 5.69
Energy above the lowest of the compared OMol25 structures with the same formula, charge and spin, kcal/mol: 40.21
Highest occupied orbital energy, eV: 1.3
Net charge: -2

Quick look at the Mulliken charges, all values in e: C -0.15; C -0.27; O -0.61; O -0.60; O 0.13; O -0.55; P -0.21; H 0.26

=====

# 3
C11H23BiClNO6P2 | wB97M-V/def2-TZVPD

Structure (XYZ):
```
45
Properties=species:S:1:pos:R:3:forces:R:3
Bi -1.0650 -0.1007 0.9723 -0.0002 -0.7607 0.7936
P -1.8456 -1.2707 -1.3453 -0.3199 0.7015 -0.9773
C -0.2401 -1.6593 -1.9178 0.2629 -1.0527 0.0940
C 0.8281 -0.7607 -1.7121 1.3122 1.1862 0.5464
N 0.8667 0.0540 -0.5763 -0.8765 0.2146 -1.5741
C 1.6379 1.1643 -0.6123 -0.7072 -0.6357 0.9610
C 2.5151 1.4264 -1.6403 0.5987 0.3307 -0.3331
C 2.6391 0.5262 -2.6854 0.0151 -0.1083 -0.1745
C 1.8225 -0.5889 -2.7136 -0.7032 -0.7059 0.4596
C 1.5435 2.1172 0.5462 0.3989 0.2221 0.4707
P 0.8584 1.3774 2.0827 0.4657 1.4363 -0.4640
H 1.8640 -1.3586 -3.4891 0.0679 0.5301 0.0411
H 3.1332 2.3233 -1.5674 -0.2120 -0.2821 -0.2064
H 3.3358 0.7039 -3.4953 0.0646 -0.0238 0.1035
H 2.5506 2.4740 0.8019 -0.1532 0.0522 -0.1576
H 0.9527 3.0124 0.2971 0.0171 -0.3503 -0.1011
H 0.7661 -3.4712 -0.5878 0.1976 0.6138 -0.7364
H -0.0414 -2.5120 -2.5597 -0.1400 0.0152 -0.1480
H 1.0764 -3.0172 1.5154 -0.0840 -0.0830 -0.0028
O 0.8194 -4.1087 0.1158 -0.5746 -0.3716 0.4707
H 0.1217 -4.7473 -0.1377 0.5530 0.1117 0.5382
H 0.3083 -1.6333 2.0704 0.2548 -0.9854 0.3028
O 0.9530 -2.4668 2.3573 -0.0244 -0.0742 -0.7824
H 0.4926 -3.0925 2.9460 -0.1742 0.1878 0.4269
C 2.3080 0.6917 2.9104 0.3488 -0.1269 0.1956
H 3.0331 1.4957 3.1060 -0.2149 -0.1702 -0.0593
H 1.9994 0.2740 3.8709 0.1351 -0.0890 -0.0415
H 2.8058 -0.0792 2.3031 -0.2467 0.1876 0.1962
C 0.3110 2.8161 3.0415 -0.0080 0.0786 0.3676
H -0.2611 2.4493 3.9085 0.1671 0.2815 -0.2306
H 1.1867 3.3861 3.4027 -0.4015 -0.2117 -0.1742
H -0.3390 3.4662 2.4307 0.2125 -0.3380 0.2367
C -2.3193 0.0619 -2.4992 -0.2760 0.1279 -0.4656
H -2.5631 -0.4081 -3.4647 -0.0823 0.1460 0.2799
H -3.1600 0.6732 -2.1436 0.1907 -0.2624 -0.0180
H -1.4608 0.7176 -2.6830 -0.1474 -0.0785 0.2646
C -2.9900 -2.6449 -1.5750 -0.2819 -0.3108 -0.0628
H -3.9583 -2.4258 -1.0904 0.4574 -0.0060 -0.2198
H -3.1585 -2.8097 -2.6479 0.0115 0.0605 0.2384
H -2.5849 -3.5617 -1.1387 -0.0708 0.1169 0.0092
O -3.0995 1.1875 1.6545 -0.1319 0.1993 0.0624
Cl -2.9847 2.3351 0.7309 -1.3134 1.5561 -0.9027
O -4.0924 2.3900 -0.1867 1.4265 -0.7075 0.7581
O -2.8732 3.5734 1.4374 0.6149 -1.2331 -0.2962
O -1.6924 2.0206 -0.0322 -0.6290 0.6114 0.3112
```
Positions in Å, forces in eV/Å.

Gap between HOMO and LUMO (spin up / spin down), eV: 5.12 / 6.43
Energy above the lowest of the compared OMol25 structures with the same formula, charge and spin, kcal/mol: 59.92
Highest occupied orbital energy (spin up / spin down), eV: -13.7 / -14.4
Net charge: +2

Here are the Mulliken charges for atoms 1 to 8, given in e: Bi 0.97; P 0.51; C -1.59; C 1.17; N 0.14; C 0.69; C -0.79; C -0.59

=====

# 4
C3AgLi2O3 | wB97M-V/def2-TZVPD

Structure (XYZ):
```
9
Properties=species:S:1:pos:R:3:forces:R:3
O -3.5886 -0.0575 0.0724 0.8285 0.4396 -0.0822
C -2.8047 0.7951 0.1159 -1.5612 -0.4126 0.3568
O -2.0889 1.7006 0.2677 0.9185 -0.1869 -0.1035
Li -0.1229 1.5801 0.9143 -0.1079 0.3226 -0.1448
Li -2.5822 -2.1216 0.3173 -0.3742 -0.2337 -0.2997
C -1.4088 -1.7992 -1.2665 -1.5165 0.3112 1.9154
C -0.4484 -1.7729 -2.0495 6.1565 -1.0367 -4.6822
O 0.6044 -1.8892 -2.8105 -4.1365 0.5936 2.8689
Ag 1.5808 -3.4398 -4.2100 -0.2072 0.2028 0.1713
```
Positions in Å, forces in eV/Å.

Gap between HOMO and LUMO (spin up / spin down), eV: 8.43 / 7.18
Energy above the lowest of the compared OMol25 structures with the same formula, charge and spin, kcal/mol: 0.00
Highest occupied orbital energy (spin up / spin down), eV: -16.1 / -15.7
Spin multiplicity: 2
Net charge: +2

Here are the Mulliken charges for atoms 1 to 8, given in e: O -0.37; C 0.92; O -0.52; Li 0.97; Li 1.01; C -0.83; C 0.53; O -0.61

=====

# 5
C48H34GeI4N4V | wB97M-V/def2-TZVPD

Structure (XYZ):
```
92
Properties=species:S:1:pos:R:3:forces:R:3
V -0.1168 0.0891 0.0756 -0.4523 0.3603 -0.9259
I -6.6613 -6.6977 -1.6352 -0.0559 -0.0503 -0.0146
C -5.1792 -5.3275 -1.1449 0.0936 0.0612 0.0279
C -4.0068 -5.7631 -0.5397 -0.0770 -0.0126 -0.0308
C -3.0173 -4.8482 -0.2220 -0.0103 0.0111 0.0003
C -3.1885 -3.4952 -0.4990 0.0035 -0.0506 -0.0235
C -4.3733 -3.0705 -1.0910 -0.0128 0.0226 0.0111
C -5.3646 -3.9796 -1.4203 -0.0428 -0.0691 -0.0092
C -2.1494 -2.4950 -0.1509 -0.0025 -0.0253 -0.0348
C -0.8820 -2.6061 -0.7196 0.0023 0.0010 0.0364
C -0.4129 -3.7034 -1.5003 -0.1311 0.0381 -0.0515
C 0.9411 -3.6317 -1.5261 0.1014 0.0349 -0.0231
C 1.3292 -2.4402 -0.8337 0.0068 0.0925 0.0029
C 2.6340 -1.8966 -0.7723 0.1312 -0.1443 0.0961
C 3.8095 -2.7950 -0.6150 -0.0875 0.0649 0.0009
C 3.6499 -4.1735 -0.4113 0.0226 -0.0030 -0.0316
C 4.7272 -5.0178 -0.2179 0.0437 0.0031 0.0027
C 6.0145 -4.5045 -0.1756 -0.0651 0.0767 -0.0080
I 7.6372 -5.7619 0.1128 0.0522 -0.0405 0.0047
C 6.1968 -3.1322 -0.2655 0.0011 -0.0552 -0.0002
C 5.1112 -2.2984 -0.4588 0.0126 0.0132 -0.0313
C 2.7710 -0.4995 -0.8499 -0.0089 0.0194 -0.0862
N 1.7941 0.3802 -0.4686 -0.0546 -0.2058 0.2009
C 2.2685 1.6463 -0.6880 0.0516 0.0950 -0.0624
C 1.7463 2.7903 -0.0947 -0.0259 0.0483 0.0078
C 2.4197 4.0856 -0.3869 0.0408 -0.0049 0.0770
C 2.2368 4.7094 -1.6138 -0.0009 0.0144 0.0188
C 2.8824 5.9010 -1.9022 0.0484 0.0890 -0.0228
C 3.7243 6.4735 -0.9597 -0.0386 -0.0927 0.0501
I 4.6995 8.2576 -1.3874 0.0350 0.0663 -0.0202
C 3.9193 5.8575 0.2703 -0.0089 0.0346 -0.0564
C 3.2663 4.6688 0.5515 -0.0088 -0.0018 -0.0415
C 0.7441 2.7617 0.8787 0.0919 -0.0354 -0.0241
C 0.3768 3.8488 1.7309 0.0324 0.0312 -0.0637
C -0.4878 3.3662 2.6561 -0.0258 -0.0127 0.0283
C -0.7268 1.9908 2.3460 -0.1319 -0.1403 -0.0101
N 0.0462 1.6345 1.2627 0.0524 0.1533 0.2520
C -1.7271 1.2030 2.9135 0.0390 0.0997 0.0693
C -2.1802 0.0184 2.3357 0.0260 0.0799 0.1152
C -3.3159 -0.7541 2.7512 -0.0108 0.0353 -0.0745
C -3.5190 -1.7049 1.8065 0.0648 0.0077 -0.0091
C -2.4599 -1.5730 0.8492 -0.0314 -0.1106 -0.0574
N -1.6668 -0.5158 1.1896 0.1343 0.0363 0.0353
C -2.4006 1.7193 4.1334 0.0561 0.0360 -0.0018
C -3.7392 2.0974 4.1138 0.0210 -0.0156 -0.0002
C -4.3444 2.6035 5.2518 -0.0220 0.0167 0.0707
C -3.6108 2.7308 6.4237 0.0589 -0.0247 -0.0764
I -4.5146 3.4929 8.1322 -0.0352 0.0220 0.0626
C -2.2736 2.3585 6.4565 -0.0446 0.0153 0.0326
C -1.6730 1.8617 5.3117 -0.0488 -0.0271 -0.0206
C 3.5154 1.5631 -1.3917 -0.0874 0.0273 -0.0042
C 3.8358 0.2513 -1.4720 0.0076 -0.0616 0.0832
N 0.2014 -1.8003 -0.3967 0.0824 -0.1576 0.0089
H -3.8680 -6.8098 -0.3116 -0.0007 -0.0377 0.0063
H -2.1122 -5.1888 0.2635 0.0333 -0.0023 0.0175
H -4.5223 -2.0188 -1.3009 0.0061 0.0335 -0.0035
H -6.2774 -3.6389 -1.8872 -0.0271 0.0054 -0.0176
H -1.0353 -4.4471 -1.9653 -0.0336 -0.0399 -0.0204
H 1.6053 -4.2851 -2.0611 0.0468 -0.0342 -0.0199
H 2.6705 -4.6135 -0.3473 -0.0463 -0.0142 -0.0133
H 4.5555 -6.0745 -0.0735 -0.0011 -0.0348 0.0069
H 7.1828 -2.7037 -0.1598 0.0334 0.0063 0.0089
H 5.3035 -1.2409 -0.4276 -0.0173 0.0591 -0.0405
H 1.5788 4.2693 -2.3497 -0.0461 -0.0342 -0.0443
H 2.7294 6.3810 -2.8581 -0.0061 0.0141 -0.0230
H 4.5794 6.2986 1.0028 0.0246 0.0190 0.0241
H 3.4273 4.1837 1.5054 -0.0009 -0.0265 0.0388
H 0.7456 4.8549 1.6406 0.0345 0.0557 -0.0074
H -0.9612 3.9073 3.4563 -0.0330 0.0161 0.0446
H -3.8829 -0.5870 3.6486 -0.0477 0.0252 0.0669
H -4.2767 -2.4679 1.7871 -0.0482 -0.0490 0.0006
H -4.3100 2.0124 3.1987 -0.0195 -0.0100 -0.0428
H -5.3821 2.9026 5.2249 -0.0353 0.0115 -0.0026
H -1.7025 2.4534 7.3688 0.0098 0.0086 0.0245
H -0.6320 1.5679 5.3382 0.0424 -0.0056 -0.0076
H 4.0806 2.4028 -1.7568 0.0324 0.0429 -0.0191
H 4.6837 -0.1632 -1.9842 0.0634 -0.0614 0.0130
C 0.6063 -0.6884 -3.7454 0.0286 0.0482 0.0112
Ge -0.8151 0.5405 -3.2519 -0.0026 0.0121 -0.0576
C -0.3992 2.3220 -3.9359 0.0130 -0.0845 -0.0516
C -2.5716 -0.0893 -3.8191 0.0281 0.0129 -0.0039
C -0.9339 0.8088 -1.2988 0.2661 -0.1955 0.4983
H 0.8016 -0.5666 -4.8114 -0.0037 -0.0208 -0.0215
H 0.3380 -1.7248 -3.5638 -0.0642 -0.1145 0.0447
H 1.5276 -0.4662 -3.2091 0.0286 0.0490 0.0136
H -0.3678 2.2886 -5.0250 0.0005 0.0248 -0.0291
H 0.5797 2.6407 -3.5792 0.0246 -0.0222 0.0110
H -1.1420 3.0573 -3.6354 -0.0568 0.0306 0.0367
H -2.5328 -0.3983 -4.8625 0.0034 0.0042 -0.0600
H -3.3173 0.6976 -3.7213 -0.0197 0.0353 0.0161
H -2.8887 -0.9451 -3.2255 0.0291 -0.0565 0.0500
H -1.5713 1.6530 -1.0102 -0.0306 -0.0365 0.0727
```
Positions in Å, forces in eV/Å.

Gap between HOMO and LUMO, eV: 5.39
Highest occupied orbital energy, eV: -9.9
Net charge: +1

Here are the Mulliken charges for atoms 1 to 8, given in e: V 0.10; I 0.14; C -0.10; C -0.78; C -0.19; C -0.40; C -0.10; C -0.82

=====

# 6
C5H11N | wB97M-V/def2-TZVPD

Structure (XYZ):
```
17
Properties=species:S:1:pos:R:3:forces:R:3
C 0.4235 -0.1651 2.7676 -0.5658 1.3452 0.5824
C 0.0978 0.9294 1.6855 0.6952 -1.0342 -0.0364
C 0.3968 0.2791 0.3706 2.8250 0.1992 0.0188
C 0.1498 0.4855 -0.9810 -1.2812 0.2423 -0.2428
N 0.1429 -0.5316 -1.8563 0.2918 0.9151 0.9978
C -0.8873 -0.6297 -2.8681 0.2066 -0.0789 -1.8671
H -0.3165 0.0137 3.5648 0.1438 -0.7880 -0.3055
H 1.3671 0.0285 3.2670 0.3408 -0.0480 -0.2884
H 0.4310 -1.1713 2.3549 -0.3403 0.0010 0.2915
H -0.9323 1.2284 1.8138 -0.1748 0.3896 -0.3738
H 0.7856 1.7808 1.8528 -0.4136 -0.1323 -0.2794
H 1.3226 -0.3226 0.4342 -0.7193 -0.6670 0.3640
H -0.1186 1.4776 -1.3424 -0.8494 -0.3442 -0.1218
H 0.6510 -1.3753 -1.6029 -0.3497 -0.0677 0.1148
H -1.5703 -1.4394 -2.6416 -0.0548 -0.2032 0.3811
H -1.4815 0.2791 -2.9561 0.2957 0.0668 0.2163
H -0.4616 -0.8671 -3.8627 -0.0501 0.2043 0.5486
```
Positions in Å, forces in eV/Å.

Gap between HOMO and LUMO (spin up / spin down), eV: 9.71 / 9.27
Energy above the lowest of the compared OMol25 structures with the same formula, charge and spin, kcal/mol: 39.05
Highest occupied orbital energy (spin up / spin down), eV: -14.0 / -15.8
Spin multiplicity: 2
Net charge: +1

Here are the Mulliken charges for atoms 1 to 8, given in e: C -1.15; C -0.06; C -0.61; C 0.07; N -0.10; C -0.77; H 0.34; H 0.32

=====

no.,DFT total energy (Ha)
1,-1123.4376
2,-719.0194
3,-2295.7186
4,-501.4209
5,-6280.0482
6,-251.5248